The following is a DFT calculation (ωB97M-V with the def2-TZVPD basis set) of a cluster of 2 separate species, C6H5NO2S in total.

Electronic energy, eV: -22718.3047
Energy relative to the best compared isomer or geometry (same formula, charge and spin), kcal per mole: 67.9
Largest force on an atom, hartree/bohr: 0.062
E_LUMO (alpha / beta), eV: -1.051 / -0.614

Each line ends with the Mulliken charge.
Positions of all 15 atoms, in Å:
C  1.94269  0.96801  -0.17423  -0.27
S  3.08016  1.31329  1.05616  -0.07
H  -1.65928  -1.08428  -2.59033  0.32
O  -1.58915  0.71875  -0.75039  -0.25
N  0.59796  1.29732  1.84369  -0.48
C  1.81522  1.42738  2.23125  -0.08
C  -1.34311  -1.90929  -0.58917  0.04
C  -0.54918  0.74840  -0.22261  0.55
C  0.67743  1.02612  0.46304  0.16
H  -3.04979  -1.68807  -1.66018  0.24
H  1.82974  1.70576  3.26856  0.47
H  2.39099  0.88866  -1.16225  0.39
O  -0.14704  -1.74801  -0.24862  -0.57
H  -2.00268  -2.24473  0.17525  0.33
C  -1.99395  -1.41933  -1.64016  -0.79